(1)
An isolated molecule of CH4P2S3. Source: OMol25; level of theory: wB97M-V/def2-TZVPD.

Bonds (Å) are listed after each position.
Element x y z (Å)
1 C -0.4888 0.5556 0.0728  S6 1.870, H7 1.128, H8 1.153, H9 1.205
2 P 1.4278 -1.5510 0.4194  S4 2.351, S6 2.112, H10 1.461
3 P 5.4381 -0.4376 0.5220  S4 2.265, S5 1.925
4 S 3.3688 -0.5057 -0.3963  P2 2.351, P3 2.265
5 S 6.0068 1.2115 -0.2925  P3 1.925
6 S -0.2913 -1.1215 -0.7300  C1 1.870, P2 2.112
7 H -0.3025 0.6171 1.1838  C1 1.128
8 H -1.6091 0.7539 -0.1157  C1 1.153
9 H 0.1849 1.3111 -0.5813  C1 1.205
10 H 1.6846 -2.8754 -0.1414  P2 1.461

Charge: 0
Energy relative to the best compared isomer or geometry (same formula, charge and spin), kcal per mole: 37.5
LUMO energy, eV: -1.50
SMILES: CS[PH]#S#P=S

Now the natural (NBO) charges, all in e: C -0.76; P 0.36; P 0.60; S -0.53; S -0.34; S -0.03; H 0.24; H 0.24; H 0.24; H -0.01

(2)
The ion C2H8NSe with charge +1. Source: OMol25; level of theory: wB97M-V/def2-TZVPD.

Bonds (Å) are listed after each position.
Element x y z (Å)
1 C 0.8372 1.4979 0.2666  N3 1.360, Se4 2.359, H6 1.155, H12 1.161
2 C -1.4749 -1.3116 0.0897  Se4 1.954, H5 1.111, H7 1.125, H8 1.087
3 N 1.7630 0.5217 0.0645  C1 1.360, H9 0.951, H10 1.020
4 Se -1.3355 0.6330 -0.0432  C1 2.359, C2 1.954, H11 1.447
5 H -1.9968 -1.7232 -0.8010  C2 1.111
6 H 0.8332 1.7947 1.3829  C1 1.155
7 H -0.5303 -1.9102 -0.0321  C2 1.125
8 H -2.0663 -1.6066 0.9522  C2 1.087
9 H 2.0971 0.2560 -0.7847  N3 0.951
10 H 1.8191 -0.1236 0.8524  N3 1.020
11 H -1.6234 0.8158 -1.4497  Se4 1.447
12 H 0.8030 2.2244 -0.6383  C1 1.161

Charge: +1
Energy relative to the best compared isomer or geometry (same formula, charge and spin), kcal per mole: 20.4
LUMO energy, eV: -4.31

Now the natural (NBO) charges, all in e: C -0.12; C -0.81; N -0.72; Se 0.39; H 0.27; H 0.27; H 0.25; H 0.27; H 0.41; H 0.40; H 0.13; H 0.26

no.,E (eV)
1,-52184.5189
2,-69031.5090